{"formula": "C4H9O2", "method": "wB97M-V/def2-TZVPD", "smiles": "C[C@H]([O-])CCO", "e_tot_ha": -308.260674, "relative_energy_ev": 2.2916, "e_lumo_ev": 4.481, "total_charge": -1, "largest_force_ev_per_a": 3.4, "homo_lumo_gap_ev": 7.7, "symbols": ["C", "O", "C", "C", "C", "O", "H", "H", "H", "H", "H", "H", "H", "H", "H"], "positions_angstrom": [[-1.6773, -0.1128, -0.7234], [-2.2515, 0.8897, 0.2001], [-0.4037, -0.6630, -0.1984], [0.6836, 0.4278, -0.0791], [1.8948, -0.1249, 0.6250], [0.2197, 1.4676, 0.6591], [-1.5716, 0.3651, -1.7068], [-2.5444, -0.8036, -0.7643], [-0.5980, -0.9611, 0.7776], [-0.0709, -1.5359, -0.8546], [0.9683, 0.7317, -1.0685], [2.4731, -0.9514, 0.2152], [1.6847, -0.6515, 1.6787], [2.4472, 0.7608, 0.7758], [-1.2541, 1.1615, 0.4637]], "forces_ev_per_angstrom": [[-3.23, 1.06, 0.26], [2.66, -0.82, -0.67], [1.08, -0.48, -2.41], [-0.95, -1.16, 1.18], [-0.09, -2.38, 2.35], [-0.82, 0.41, -0.01], [0.20, -0.15, -0.12], [0.83, -0.49, -0.51], [-0.22, -1.03, 1.93], [-0.26, 0.82, 0.82], [0.47, 0.21, -1.29], [0.27, 0.18, -1.03], [-0.20, 1.67, -1.83], [1.32, 0.70, 0.53], [-1.07, 1.47, 0.82]]}